Entry 1:
Molecular formula: C18H18F6N3Sb2Sn
Method: DFT, wB97M-V/def2-TZVPD

The geometry in ORCA input format:
```
! wB97M-V def2-TZVPD RIJCOSX def2/J DEFGRID3
* xyz 4 2
Sn 1.11 1.85 2.05
C 3.99 0.33 1.48
C 3.59 0.21 0.04
C 4.58 0.08 -0.96
C 4.24 -0.09 -2.28
C 2.88 -0.16 -2.59
C 1.97 0.08 -1.56
N 2.30 0.24 -0.27
Sb 0.02 0.11 -2.31
C -1.46 -2.56 -2.32
C -1.80 -3.21 -3.46
C -2.45 -4.37 -2.94
C -2.62 -4.63 -1.59
C -2.17 -3.77 -0.59
C -2.27 -3.94 0.87
N -1.55 -2.66 -1.15
C -1.06 1.91 -1.64
C -1.69 2.64 -2.70
C -2.29 3.85 -2.37
C -2.37 4.20 -1.03
C -1.81 3.33 0.00
C -1.97 3.66 1.42
N -1.14 2.22 -0.37
H 5.02 0.04 1.64
H 3.35 -0.26 2.12
H 3.94 1.38 1.78
H 5.62 0.05 -0.66
H 4.99 -0.21 -3.05
H 2.55 -0.34 -3.61
H -1.65 -2.97 -4.50
H -2.82 -5.07 -3.68
H -3.14 -5.54 -1.29
H -3.00 -4.72 1.09
H -2.59 -3.02 1.35
H -1.30 -4.24 1.28
H -1.64 2.31 -3.73
H -2.72 4.48 -3.13
H -2.92 5.08 -0.73
H -2.77 4.38 1.58
H -1.06 4.15 1.78
H -2.17 2.78 2.02
F 0.87 -0.18 2.69
Sb 0.55 0.19 4.74
F 1.88 -1.03 5.07
F 1.93 1.48 4.07
F 0.28 1.05 6.32
F -0.49 1.60 3.73
F -0.90 -0.93 4.64
*
```

Results
Frontier orbital gap (spin up / spin down) (eV): 5.90 / 4.79
Expectation value of S²: 0.784

natural (NBO) population analysis, charges in e, atoms 1 to 8: 1.6928, -0.6872, 0.2783, -0.1256, -0.1265, -0.2000, -0.2356, -0.5199



Entry 2:
Molecular formula: C5H8FNO7S
Method: DFT, wB97M-V/def2-TZVPD

The geometry in ORCA input format:
```
! wB97M-V def2-TZVPD RIJCOSX def2/J DEFGRID3
* xyz 0 1
C 1.28 1.94 0.95
S 0.33 1.44 -0.46
O -0.99 1.98 -0.30
O 0.49 0.04 -0.66
O 1.04 2.13 -1.73
C 1.50 3.46 -1.64
N 0.58 4.42 -1.20
O 2.59 3.69 -2.03
H 1.46 1.05 1.55
H 2.22 2.42 0.66
H 0.66 2.64 1.52
H -0.32 4.23 -1.64
H 0.42 4.37 -0.20
C -1.05 -3.88 -0.34
C -1.57 -2.58 0.23
O -1.57 -2.84 1.62
C -0.61 -3.76 1.88
O -0.18 -4.02 2.95
O -0.20 -4.34 0.72
F -2.83 -2.32 -0.18
H -1.86 -4.60 -0.49
H -0.48 -3.76 -1.25
H -0.94 -1.72 0.03
*
```

Results
Frontier orbital gap (eV): 11.54
SMILES: CS(=O)(=O)OC(N)=O.O=C1OC[C@@H](F)O1

natural (NBO) population analysis, charges in e, atoms 1 to 8: -0.9135, 2.3748, -0.9308, -0.9252, -0.7218, 0.8803, -0.8774, -0.4682



Entry 3:
Molecular formula: C4H7NO
Method: DFT, wB97M-V/def2-TZVPD

The geometry in ORCA input format:
```
! wB97M-V def2-TZVPD RIJCOSX def2/J DEFGRID3
* xyz 0 1
C 0.24 -1.75 -0.20
C -1.33 0.72 1.80
O -0.56 0.10 2.37
C -0.09 0.63 -0.79
C 0.00 1.93 -0.47
N 0.75 -0.38 -0.34
H 1.10 -2.39 -0.03
H -0.22 -2.06 -1.15
H -0.49 -1.99 0.60
H -0.77 0.31 -1.57
H 0.64 2.29 0.33
H -0.56 2.66 -1.04
H 1.29 -0.07 0.46
*
```

Results
Frontier orbital gap (eV): 9.35
Energy relative to the best compared isomer or geometry (same formula, charge and spin) (eV): 1.9317

natural (NBO) population analysis, charges in e, atoms 1 to 8: -0.4147, 0.5169, -0.5387, 0.0096, -0.5147, -0.6072, 0.2046, 0.1992



Entry 4:
Molecular formula: C35H30BF3O2S
Method: DFT, wB97M-V/def2-TZVPD

The geometry in ORCA input format:
```
! wB97M-V def2-TZVPD RIJCOSX def2/J DEFGRID3
* xyz 0 1
C 5.06 -1.19 0.90
C 3.76 -0.52 1.14
C 3.68 0.91 1.18
C 2.60 1.51 1.81
C 1.75 0.64 2.63
C 0.72 1.28 3.59
C -0.56 0.71 3.49
C -1.57 1.19 2.65
C -2.66 0.42 2.14
C -3.83 1.11 1.72
C -4.96 0.41 1.35
C -4.93 -0.99 1.28
C -6.14 -1.74 0.82
C -3.77 -1.68 1.64
C -2.64 -1.00 2.08
C 1.46 -0.63 1.89
C 2.55 -1.25 1.30
H 4.96 -2.29 0.81
H 5.52 -0.79 -0.02
H 5.79 -1.04 1.71
H 4.54 1.50 0.87
H 2.47 2.59 1.96
H 1.00 2.24 4.01
H -0.76 -0.31 3.88
H -1.54 2.26 2.38
H -3.79 2.20 1.69
H -5.86 0.96 1.09
H -5.90 -2.80 0.74
H -6.96 -1.63 1.53
H -6.48 -1.39 -0.15
H -3.73 -2.76 1.55
H -1.71 -1.51 2.34
H 0.48 -1.09 1.96
H 2.50 -2.32 1.05
C 1.27 2.28 10.04
C 0.87 2.66 8.66
C 1.43 3.75 8.01
C 1.01 3.93 6.68
C 0.05 3.02 6.22
B 2.98 0.02 3.45
C -0.96 3.41 5.27
C -2.23 2.81 5.37
C -3.27 3.29 4.60
C -3.07 4.36 3.74
C -4.29 4.77 2.98
F -4.57 6.10 3.09
F -4.16 4.47 1.64
F -5.41 4.09 3.41
C -1.80 4.97 3.60
C -0.74 4.43 4.32
O 3.86 0.99 4.05
C 4.44 0.33 5.10
C 3.78 -0.93 5.26
C 4.37 -2.03 5.81
C 5.73 -1.91 6.18
C 6.40 -0.70 6.01
C 5.76 0.45 5.50
O 2.89 -1.11 4.22
S -0.21 1.86 7.54
H 1.56 3.19 10.59
H 0.55 1.73 10.66
H 2.19 1.68 9.97
H 2.18 4.33 8.52
H 1.37 4.73 6.07
H -2.43 2.01 6.08
H -4.25 2.81 4.71
H -1.65 5.87 3.00
H 0.28 4.82 4.22
H 3.80 -2.97 5.77
H 6.27 -2.81 6.47
H 7.49 -0.70 6.15
H 6.31 1.36 5.37
*
```

Results
Frontier orbital gap (eV): 5.13
Energy relative to the best compared isomer or geometry (same formula, charge and spin) (eV): 0.2832

Mulliken population analysis, charges in e, atoms 1 to 8: -1.6154, 0.9718, -0.3064, -1.1578, 1.7548, -1.0559, -0.9558, 0.4938